Entry from the OMol25 dataset: a structure of composition C8H32InN16O8 at a distorted geometry (the ωB97M-V functional and the def2-TZVPD basis).

The geometry in XYZ format:
```
65
Properties=species:S:1:pos:R:3:forces:R:3:nbo_charge:R:1
In -8.832000 -7.320490 16.678320 3.1 -0.3 0.5 1.751
C -6.336400 -4.921530 14.572840 1.6 4.5 -0.7 0.769
O -6.883960 -5.867270 14.964190 -3.4 -7.0 2.2 -0.670
N -5.025080 -4.820050 14.464130 3.2 -0.2 -0.4 -0.841
N -6.976130 -3.800500 14.376770 -1.7 2.3 -0.6 -0.800
H -4.599940 -3.911760 14.344220 0.2 -0.4 -0.3 0.419
H -4.458400 -5.650110 14.364280 0.0 0.4 -0.1 0.401
H -6.565340 -2.993930 13.928670 -0.4 -0.1 0.1 0.414
H -7.967140 -3.877960 14.555650 0.1 0.6 -0.2 0.418
C -8.884740 -11.344990 15.572180 1.1 -1.4 -3.4 0.766
O -8.998730 -10.219730 15.967190 -1.0 3.9 3.0 -0.595
N -7.796130 -12.049920 15.815960 2.1 -0.9 1.6 -0.797
N -9.657090 -11.804610 14.599390 -1.8 -0.8 -1.3 -0.799
H -7.163190 -11.633960 16.484140 -0.2 -0.1 -0.1 0.403
H -7.520380 -12.944500 15.436780 -0.5 0.1 0.0 0.423
H -9.456880 -12.642170 14.071650 -0.1 0.0 0.3 0.416
H -10.444660 -11.242590 14.309650 0.1 -0.2 0.1 0.418
C -8.754020 -10.195560 19.557600 -2.1 -0.4 0.2 0.772
O -8.433050 -9.498700 18.629230 2.2 2.1 -2.9 -0.588
N -8.132380 -10.299970 20.704050 2.5 0.6 2.7 -0.797
N -9.872040 -10.888550 19.568100 -2.7 -1.7 0.3 -0.794
H -7.274190 -9.803740 20.897320 -0.2 0.0 -0.3 0.405
H -8.628170 -10.628800 21.520230 0.3 -0.2 -0.2 0.414
H -10.192090 -11.197970 20.474710 -0.2 -0.4 -0.4 0.398
H -10.375890 -11.263370 18.777070 0.3 0.6 -0.1 0.426
C -5.300730 -5.951640 18.407740 1.2 0.2 -2.5 0.773
O -6.397410 -6.473840 18.137880 0.7 0.5 0.5 -0.682
N -4.463430 -5.296650 17.538630 -1.8 0.2 -1.9 -0.861
N -4.618140 -6.087190 19.521710 -1.2 -1.3 3.3 -0.806
H -4.860480 -5.213540 16.613670 0.3 0.8 0.0 0.400
H -3.687190 -4.714920 17.819940 -0.2 -0.2 -0.1 0.414
H -5.172000 -6.614350 20.181600 0.6 0.3 0.8 0.402
H -3.908920 -5.436120 19.827000 -0.1 -0.3 0.0 0.418
C -4.993840 -8.872080 16.126210 0.5 0.0 0.9 0.784
O -6.171760 -8.520610 16.130570 -0.6 -0.5 -0.3 -0.688
N -3.987370 -8.001780 15.988880 0.1 2.6 -0.9 -0.832
N -4.447710 -10.078980 16.326350 -1.0 -1.0 0.0 -0.806
H -4.291400 -7.047560 15.857990 0.5 -0.2 0.3 0.393
H -3.002950 -8.225940 16.016700 -0.3 0.2 0.0 0.410
H -3.438730 -10.033590 16.329870 -0.4 -1.3 0.3 0.407
H -5.028980 -10.835960 16.656800 0.7 0.0 -0.1 0.406
C -8.367030 -3.547610 18.136540 0.2 1.0 -0.3 0.767
O -8.424390 -4.419380 17.288470 -0.8 -2.6 -2.2 -0.683
N -7.644230 -3.582910 19.200520 3.8 -2.6 4.1 -0.798
N -8.882720 -2.366390 18.039180 -2.5 2.9 -1.6 -0.767
H -7.472170 -2.832080 19.853780 -0.4 0.0 -0.4 0.408
H -6.934100 -4.300270 19.235470 -0.4 -0.2 0.2 0.403
H -8.652230 -1.692310 18.755140 -0.4 0.2 -0.6 0.407
H -9.401350 -2.116690 17.209250 -0.1 0.2 0.4 0.420
C -9.112360 -6.504100 20.717950 -0.3 1.0 1.9 0.783
O -9.218400 -6.917090 19.607240 -0.5 -1.4 -3.9 -0.689
N -8.149660 -6.755290 21.586030 3.9 -2.0 1.0 -0.826
N -9.917370 -5.702890 21.377090 -3.1 2.3 0.7 -0.796
H -8.170650 -6.286510 22.480400 0.5 -0.7 -0.2 0.396
H -7.597030 -7.594310 21.482310 0.0 0.4 0.1 0.391
H -9.675170 -5.591930 22.351330 -1.1 0.4 -0.3 0.387
H -10.823790 -5.380320 21.069770 0.3 -0.1 -0.1 0.420
C -7.565080 -8.642220 13.110520 2.5 -0.3 0.4 0.779
O -8.271710 -8.372450 14.094740 -1.7 0.4 1.5 -0.571
N -6.348980 -8.137400 12.915480 0.6 1.1 0.2 -0.805
N -7.873960 -9.674900 12.363720 -2.3 -1.5 -0.9 -0.779
H -5.863080 -8.222800 12.034160 0.0 0.0 0.3 0.422
H -6.008940 -7.553920 13.666490 0.0 0.2 -0.3 0.423
H -7.353200 -10.124130 11.624050 0.2 0.5 0.2 0.433
H -8.764990 -10.082590 12.608560 0.1 -0.1 -0.4 0.411
```
Positions in Å, forces in eV/Å.

As for the net charge: +3. The energy above the lowest of the compared OMol25 structures with the same formula, charge and spin is 472.0 kJ/mol. For the HOMO-LUMO gap, the calculation gives 3.6 eV. The calculated total energy is -1991.3334 Eh. The calculation puts the maximum force at 8.11 eV/Å.